1.
Density functional theory data (ωB97M-V/def2-TZVPD) for a molecular structure, C28H25BrIrN8OP.

Last column: Löwdin spin population.
Element x y z (Å)
Ir  -0.43536  -0.16034  0.50220  0.013
Br  3.75875  -5.93171  0.68780  -0.015
C  2.66783  -4.39336  0.85064  0.015
C  2.77693  -3.76508  2.12225  0.369
C  2.06330  -2.71259  2.80218  0.028
C  0.93509  -2.07946  2.58448  0.144
O  -0.08329  -1.49584  2.40540  0.075
C  1.21996  -2.74208  -0.26644  0.039
C  -0.09397  -2.68633  -1.03138  0.006
N  -0.96997  -1.85701  -0.59774  0.000
C  -2.37049  -1.90381  -0.86940  0.000
C  -2.99165  -2.80436  -1.69604  0.000
C  -4.39412  -2.81123  -1.80821  0.000
C  -5.15388  -1.95056  -1.06530  0.000
C  -4.54155  -1.03341  -0.17846  0.000
C  -5.27686  -0.13483  0.62948  0.000
C  -4.61415  0.73079  1.45356  0.000
C  -3.21436  0.70628  1.48101  0.000
N  -2.49246  -0.13272  0.75966  0.000
C  -3.13858  -1.00916  -0.08439  0.000
C  1.95687  -4.04087  -0.25981  0.271
H  3.55518  -4.17464  2.75030  0.016
H  2.49420  -2.38222  3.74996  -0.003
H  -0.30625  -3.36818  -1.85154  0.000
H  -2.42053  -3.52958  -2.26084  0.000
H  -4.86590  -3.51805  -2.47630  0.000
H  -6.23368  -1.96607  -1.13930  0.000
H  -6.35898  -0.14235  0.58575  0.000
H  -5.14140  1.43560  2.07983  0.000
H  -2.67082  1.39584  2.11188  0.000
H  1.98145  -4.66495  -1.14245  0.013
C  2.14961  4.39009  2.22224  0.000
N  1.26292  3.21844  2.25543  0.000
C  0.49779  2.84665  3.32162  0.000
C  -0.19559  1.73374  2.94449  0.000
N  0.14306  1.43804  1.65159  0.000
C  1.03736  2.34584  1.25387  0.000
P  1.80330  2.40186  -0.39716  0.000
C  2.31880  0.64983  -0.47305  0.000
N  1.50232  -0.33140  -0.10667  0.002
C  2.05248  -1.51745  -0.50067  0.014
C  3.26036  -1.25030  -1.07621  0.001
N  3.41282  0.11358  -1.04678  0.000
C  4.54972  0.83968  -1.62834  0.000
C  0.24482  2.08727  -1.31100  0.000
N  -0.63956  1.11129  -1.04901  0.004
C  -1.64555  1.20389  -1.97623  0.000
C  -1.36173  2.24747  -2.80304  0.000
N  -0.18368  2.78709  -2.37625  0.000
C  0.49250  3.93015  -3.00660  0.000
H  2.26261  4.75781  3.23735  0.000
H  3.12640  4.10615  1.83992  0.000
H  1.71317  5.17131  1.60430  0.000
H  0.50957  3.38847  4.25222  0.000
H  -0.86901  1.12615  3.52500  0.000
H  0.83854  -2.63220  0.73291  0.005
H  4.01640  -1.90319  -1.47964  0.001
H  5.43599  0.21727  -1.54640  0.000
H  4.35475  1.05889  -2.67584  0.000
H  4.71422  1.76053  -1.07594  0.000
H  -2.48951  0.53929  -1.99568  0.000
H  -1.89925  2.64132  -3.64885  0.000
H  -0.23094  4.45233  -3.62519  0.000
H  0.85966  4.60987  -2.24283  0.000
H  1.31435  3.58252  -3.62834  0.000

Summary:
ΔE to the lowest compared entry with this formula, charge and spin (eV): 0.000
Multiplicity: 2
Total charge: +3
HOMO-LUMO gap (alpha / beta) (eV): 6.45 / 7.27

---

2.
Density functional theory data (ωB97M-V/def2-TZVPD) for 2 unconnected molecules or ions with the total composition H3OP in a non-equilibrium geometry.

Last column: Mulliken charge in e.
Element x y z (Å)
O  -1.16525  -0.04837  -0.68441  -0.460
P  0.22233  0.03979  -0.17950  0.197
H  -0.19853  1.65882  1.12554  0.075
H  0.33669  -0.95858  0.97666  0.091
H  0.80476  -0.69165  -1.23829  0.098

Summary:
ΔE to the lowest compared entry with this formula, charge and spin (eV): 3.596
Total charge: 0
HOMO-LUMO gap (alpha / beta) (eV): 8.05 / 8.25